ORCA calculation (ωB97M-V/def2-TZVPD) on a molecular structure, C30H49CaN3O7P2S2.

Properties
* HOMO-LUMO gap: 8.466 eV
* total energy: -4020.12685 Ha
* relative energy (zero: lowest compared OMol25 entry of this formula, charge and spin): 0.0 kJ/mol
* total charge: +2

Element x y z (Å)
Ca  -0.147  0.644  -0.882
C  3.611  0.450  4.524
C  2.124  0.198  4.617
C  1.509  0.802  5.858
O  1.464  0.822  3.451
P  0.770  -0.003  2.318
O  0.024  0.894  1.394
C  2.029  -0.940  1.416
P  2.997  -0.018  0.190
O  2.089  0.587  -0.828
O  3.774  1.041  1.048
C  3.817  2.481  0.693
C  4.773  2.703  -0.455
C  4.195  3.213  1.956
O  3.985  -1.005  -0.479
C  5.272  -1.595  -0.046
C  6.379  -0.589  -0.245
C  5.189  -2.128  1.364
O  -0.080  -1.150  2.959
C  -1.204  -0.845  3.884
C  -1.138  -1.869  4.989
C  -2.485  -0.878  3.088
H  4.127  -0.126  5.293
H  3.833  1.505  4.685
H  4.008  0.164  3.551
H  1.912  -0.873  4.573
H  1.673  1.880  5.874
H  1.979  0.372  6.743
H  0.439  0.608  5.917
H  1.537  -1.774  0.904
H  2.710  -1.395  2.141
H  2.800  2.742  0.396
H  5.801  2.495  -0.161
H  4.720  3.748  -0.764
H  4.512  2.088  -1.317
H  5.169  2.880  2.319
H  3.446  3.057  2.729
H  4.260  4.282  1.750
H  5.375  -2.417  -0.751
H  6.313  0.216  0.487
H  6.352  -0.172  -1.251
H  7.338  -1.090  -0.112
H  5.059  -1.321  2.089
H  6.132  -2.623  1.602
H  4.395  -2.867  1.474
H  -1.027  0.160  4.275
H  -1.249  -2.875  4.583
H  -1.945  -1.696  5.701
H  -0.193  -1.809  5.528
H  -2.607  -1.848  2.604
H  -2.484  -0.106  2.320
H  -3.331  -0.713  3.757
C  -4.855  -2.521  -1.253
N  -4.824  -1.066  -1.251
C  -5.903  -0.254  -1.528
C  -5.475  1.012  -1.460
N  -4.113  0.987  -1.127
C  -3.717  -0.330  -1.008
S  -2.254  -1.121  -0.678
C  -3.377  2.202  -0.986
C  -4.066  3.403  -0.804
C  -3.350  4.584  -0.811
C  -1.975  4.556  -0.993
C  -1.380  3.321  -1.109
N  -2.058  2.167  -1.085
H  -5.853  -2.835  -1.546
H  -4.621  -2.902  -0.261
H  -4.120  -2.898  -1.962
H  -6.873  -0.655  -1.764
H  -6.003  1.921  -1.663
H  -5.130  3.432  -0.641
H  -3.869  5.523  -0.677
H  -1.387  5.462  -1.025
H  -0.300  3.259  -1.243
C  -3.925  -4.505  -4.454
C  -3.252  -3.162  -4.422
C  -1.859  -3.070  -4.335
C  -1.226  -1.843  -4.295
C  -1.992  -0.685  -4.341
C  -3.376  -0.748  -4.417
C  -3.997  -1.988  -4.463
S  -1.270  0.925  -4.251
C  -0.296  0.951  -5.749
O  -0.220  0.885  -3.156
H  -3.297  -5.249  -4.942
H  -4.878  -4.460  -4.978
H  -4.120  -4.861  -3.439
H  -1.269  -3.978  -4.308
H  -0.146  -1.785  -4.222
H  -3.965  0.162  -4.446
H  -5.077  -2.042  -4.547
H  0.368  0.089  -5.770
H  0.276  1.876  -5.739
H  -0.975  0.935  -6.602